(1)
{"formula": "C7H13INO", "method": "the ωB97M-V functional and the def2-TZVPD basis", "total_charge": 1, "homo_ev": -12.0752, "gap_ev": 7.368, "e_above_lowest_kj_mol": 269.3, "mol_weight_g_mol": 254.09, "energy_ha": -701.85425, "symbols": ["H", "C", "N", "H", "I", "C", "H", "H", "H", "C", "H", "C", "C", "H", "H", "H", "C", "C", "H", "H", "O", "H", "H"], "xyz": [[-0.2840, 0.6356, 1.3413], [-0.3266, 1.5631, -0.4507], [1.2436, -0.1943, 0.1922], [2.2636, 0.8358, -1.3138], [-3.6133, 0.2038, 0.4260], [-2.4756, -1.5203, 0.3104], [0.7718, 2.2030, -2.0705], [0.9862, -1.0265, 2.0947], [2.2993, -1.8403, 0.9059], [-2.0818, -2.0885, -0.8106], [-2.2444, -1.9233, 1.2782], [2.2432, -0.0036, -0.6068], [-0.1411, 1.5619, -1.9495], [-1.3876, 3.0990, -0.5221], [-1.5309, -3.0073, -0.7958], [0.3416, -1.9531, 0.9059], [0.1943, 0.6087, 0.3503], [1.2757, -1.3978, 1.0808], [-2.4624, -1.7623, -1.7466], [-0.2112, 0.6062, -2.4358], [-1.1417, 2.4618, 0.1171], [-1.0203, 2.1784, -2.3542], [3.0769, -0.7263, -0.7813]], "atomic_forces_ev_per_a": [[0.635, -0.362, -0.255], [-0.091, -1.062, -0.926], [2.696, -2.043, -0.846], [-0.216, -0.158, 0.760], [-0.248, -0.055, -0.041], [0.078, 0.056, 0.131], [-0.608, -0.874, -0.839], [1.340, -0.180, -0.434], [-1.634, -0.071, 0.800], [-0.475, -0.164, 0.337], [0.144, -0.097, 0.299], [0.409, -0.266, -1.352], [-1.096, 3.337, 0.660], [-0.740, 1.157, -1.104], [0.298, -0.361, 0.061], [0.833, -0.490, -0.820], [-3.072, 2.731, 2.100], [-0.327, 0.809, 0.459], [0.026, 0.386, -0.791], [0.631, -0.443, 0.014], [1.204, -1.447, 0.729], [1.279, -0.811, 0.277], [-1.064, 0.408, 0.780]]}



(2)
{"formula": "C7H13N", "method": "the ωB97M-V functional and the def2-TZVPD basis", "total_charge": -1, "homo_ev": [-0.8596, -0.7772], "gap_ev": [4.264, 3.330], "e_above_lowest_kj_mol": 305.6, "mol_weight_g_mol": 111.19, "energy_ha": -329.08100, "spin_multiplicity": 2, "symbols": ["C", "C", "H", "H", "H", "H", "H", "C", "H", "C", "H", "C", "H", "H", "H", "C", "C", "H", "N", "H", "H"], "xyz": [[-0.0010, 1.3398, -1.2256], [0.4559, 1.4215, 0.0936], [-2.1597, 1.1646, 0.7359], [-1.0099, -1.1979, -0.1225], [-1.0309, 1.7881, -1.3702], [1.2482, -1.1936, -1.4410], [-2.3405, 2.7249, 1.7636], [-1.6782, 2.0748, 1.2663], [2.4013, 0.4779, -0.0964], [-0.5067, -2.0769, -0.5501], [1.2517, -2.9542, -1.1974], [0.9656, -1.9925, -0.7872], [-1.0808, -2.1238, -1.5097], [0.3570, 2.7123, 1.8045], [2.0722, 1.2645, 1.5805], [1.7782, 1.0987, 0.5469], [-0.3523, 2.1485, 1.1797], [0.6593, 1.2559, -2.0757], [-0.8325, -3.1540, 0.2814], [1.3677, -1.9307, 0.2080], [-1.5644, -2.8479, 0.9155]], "atomic_forces_ev_per_a": [[-1.255, 1.556, 1.315], [1.459, 0.373, 1.341], [0.657, 1.903, 0.484], [0.774, 1.031, 0.024], [1.358, -0.826, -0.180], [0.447, 0.639, -0.469], [-0.376, 0.524, 1.104], [0.075, -2.451, -1.510], [0.052, 0.302, 0.255], [-2.317, 0.184, -0.250], [0.257, -0.201, -0.172], [-0.424, -0.410, 0.169], [0.506, -0.009, -0.756], [-0.910, 0.352, -0.173], [-0.067, -0.013, -0.243], [-1.527, -0.341, -1.242], [0.608, -0.694, -1.171], [-0.052, -0.579, 0.070], [0.043, -1.453, 0.977], [0.739, 0.256, 0.371], [-0.047, -0.143, 0.056]]}



(3)
{"formula": "C7H13N", "method": "the ωB97M-V functional and the def2-TZVPD basis", "homo_ev": -8.2943, "gap_ev": 9.316, "e_above_lowest_kj_mol": 448.8, "mol_weight_g_mol": 111.19, "energy_ha": -329.10054, "symbols": ["H", "H", "N", "H", "H", "C", "H", "H", "H", "C", "C", "H", "H", "C", "H", "H", "C", "H", "H", "C", "C"], "xyz": [[1.1080, 0.6072, 1.8357], [-0.9289, -1.1294, -2.0637], [-1.4529, 0.3285, 0.7505], [-0.5023, 0.5479, -2.4217], [-2.8275, -0.2465, -0.7490], [-0.7713, -0.1198, -1.5726], [1.7070, -1.4423, 0.9096], [0.5491, -2.6666, 0.2554], [2.2660, 1.9244, 1.3200], [-1.9789, 0.4511, -0.6612], [1.9096, 0.8923, 1.1255], [-2.2831, 1.4322, -0.9159], [1.9368, 0.9755, -1.1002], [0.7629, -1.5704, 0.4474], [2.7727, 0.2478, 1.3709], [0.4495, 1.7031, -0.3156], [0.3241, -0.4130, -0.4318], [-2.2690, 0.1873, 1.4054], [-1.2935, -1.7312, 0.3338], [-0.6341, -0.8487, 0.6892], [1.1558, 0.8706, -0.2118]], "atomic_forces_ev_per_a": [[0.676, 0.559, 0.276], [-0.609, 1.167, 0.624], [-1.387, 0.710, 2.096], [0.181, -0.151, 0.892], [0.057, 0.321, -0.238], [0.676, -1.645, 0.196], [0.560, 0.255, 0.644], [0.155, 1.586, 0.060], [-0.372, -0.504, 0.118], [1.362, -2.604, 0.049], [-0.805, 1.029, 0.842], [-0.173, 1.063, -0.095], [-1.676, -0.322, 1.514], [-1.119, -0.483, -0.801], [-0.419, 0.022, -0.941], [0.416, 0.055, 0.351], [-0.879, -0.214, -1.536], [1.242, 0.368, -0.942], [0.761, 1.307, 0.177], [-0.405, -1.595, -1.855], [1.757, -0.924, -1.429]]}



(4)
{"formula": "C7H13N", "method": "the ωB97M-V functional and the def2-TZVPD basis", "homo_ev": -8.3606, "gap_ev": 9.348, "e_above_lowest_kj_mol": 125.9, "mol_weight_g_mol": 111.19, "energy_ha": -329.22352, "symbols": ["C", "C", "H", "H", "H", "H", "H", "C", "C", "H", "C", "N", "H", "H", "H", "C", "H", "H", "C", "H", "H"], "xyz": [[-0.6099, -1.2284, 0.7727], [1.4618, -1.2719, -0.9015], [-0.8775, -2.2091, 0.3664], [1.9598, 0.6275, 1.5870], [0.9206, 2.5319, 0.3484], [2.2917, -0.6867, -1.3145], [2.5677, -0.9229, 1.3719], [-2.6419, 0.3199, -0.2316], [-0.0376, 0.6421, -0.0248], [-0.5750, 2.6565, -0.6361], [-1.2149, -0.0219, 0.1118], [1.7380, -0.3381, 1.3680], [1.8562, -2.2490, -0.6026], [-0.6634, -1.2534, 1.8655], [0.9625, 2.0347, -1.3066], [0.8243, -0.5541, 0.2721], [-3.0371, 1.0227, 0.5100], [0.7335, -1.4467, -1.6991], [0.3110, 2.0546, -0.4268], [-3.2767, -0.5685, -0.2485], [-2.6931, 0.8607, -1.1815]], "atomic_forces_ev_per_a": [[1.051, -0.092, -1.109], [-0.091, -0.048, -0.252], [0.056, -0.042, -0.044], [-0.038, -0.316, -0.252], [-0.257, 0.092, 0.054], [-0.109, -0.022, 0.062], [-0.186, 0.278, -0.080], [0.480, 0.421, 0.385], [-1.520, 0.042, -0.834], [0.106, -0.065, 0.079], [0.568, 0.973, 0.114], [0.651, -0.080, 0.412], [-0.007, 0.119, 0.086], [0.068, 0.120, -0.225], [-0.160, 0.102, -0.120], [-1.014, -0.405, 1.719], [-0.148, -0.198, 0.072], [0.044, 0.052, 0.101], [0.476, -0.787, -0.051], [0.065, 0.136, -0.092], [-0.036, -0.280, -0.024]]}



(5)
{"formula": "C7H13N", "method": "the ωB97M-V functional and the def2-TZVPD basis", "homo_ev": -7.5030, "gap_ev": 8.572, "e_above_lowest_kj_mol": 152.4, "mol_weight_g_mol": 111.19, "energy_ha": -329.21341, "symbols": ["H", "C", "H", "C", "C", "H", "H", "H", "H", "H", "N", "C", "H", "H", "H", "H", "H", "C", "H", "C", "C"], "xyz": [[1.9070, -1.0248, -0.7438], [-1.0580, 0.9944, -0.7529], [-0.2422, 1.6821, -1.0433], [-1.8961, 1.7682, 0.2671], [1.9454, -0.4678, 0.1755], [-1.6494, 0.8946, -1.6666], [0.0001, -2.2866, -0.2583], [0.7295, 0.9154, 1.2301], [-2.7445, -1.3269, -0.8114], [-1.4054, 2.1348, 1.1909], [-1.9633, -1.9133, -1.0495], [-0.4518, -0.2464, -0.2188], [4.1377, -0.5847, 0.2441], [-2.2153, -2.8873, -0.9049], [-2.7889, 1.2496, 0.6518], [3.4313, 0.8097, 0.9835], [-2.2480, 2.7584, -0.0957], [0.7667, 0.0599, 0.5676], [3.2523, -0.7407, 1.8497], [-0.7542, -1.5270, -0.4285], [3.2470, -0.2617, 0.8133]], "atomic_forces_ev_per_a": [[0.071, -0.585, -0.100], [-0.838, 1.352, 0.152], [-0.106, -0.419, 0.055], [-0.876, 1.482, 1.018], [-1.411, 0.511, -0.039], [-0.061, -0.494, 0.098], [-0.403, -0.169, 0.478], [-0.049, -0.247, 0.581], [-0.033, 0.157, -0.008], [0.479, -0.786, -0.401], [0.427, -0.758, -0.095], [1.293, 0.008, 0.719], [-0.652, -0.251, 0.201], [0.182, 0.364, -0.074], [0.263, -0.131, -0.419], [-0.137, -0.142, 0.130], [-0.005, -0.700, -0.442], [1.317, -0.405, -1.639], [0.282, 0.468, -1.332], [-1.093, 0.435, -0.696], [1.349, 0.308, 1.812]]}